# 1
46
Properties=species:S:1:pos:R:3:forces:R:3 method="wB97M-V/def2-TZVPD" energy_ev=-54900.471
Na -0.2788 3.3514 -2.3412 -0.018 -0.916 -0.006
Na -0.5340 3.0159 1.1211 -0.245 -0.926 0.795
S -0.2330 0.3124 -0.1793 -1.046 -1.856 1.838
O 0.9452 -0.3376 0.3550 0.686 0.590 0.108
O -1.1311 0.6171 0.9539 -0.039 0.857 -0.541
O 0.1161 1.5668 -0.8431 0.511 3.440 -1.108
O -0.9353 -0.5373 -1.1092 -0.012 0.150 -0.028
O 2.4247 -2.1718 -0.8620 0.786 -0.319 -0.076
H 2.2335 -1.2723 -0.5963 -0.031 -0.394 -0.160
H 1.5734 -2.5367 -1.1036 -0.257 -0.187 -0.383
O -0.0619 -2.7987 1.1800 -0.577 -0.215 0.546
H 0.1539 -2.9772 0.2647 -0.044 -0.384 -0.219
H 0.2033 -1.8891 1.3161 0.188 -0.219 0.055
O 1.5195 1.7281 2.2179 -0.622 1.198 -0.064
H 2.1199 2.3951 2.5510 0.368 0.016 0.318
H 2.0658 1.1668 1.6676 0.601 -0.578 -0.345
O -3.0114 2.4359 0.5330 0.065 1.181 -0.299
H -3.8189 2.2492 1.0118 -0.300 0.096 0.120
H -2.4636 1.6640 0.6758 0.354 -1.027 -0.017
O -1.9662 -0.1905 -3.3488 -0.371 0.337 -1.503
H -1.5519 -0.3166 -2.4952 0.502 -0.050 0.454
H -1.9970 0.7595 -3.4626 -0.230 0.113 -0.144
O 3.6306 0.3980 0.5352 0.267 0.097 0.869
H 3.9093 1.1046 -0.0473 0.060 0.096 -0.231
H 2.7394 0.1920 0.2533 -0.230 -0.264 -0.283
O -3.0452 -1.2088 1.4699 -0.962 -0.140 0.084
H -2.4054 -0.5082 1.3435 0.317 -0.052 -0.128
H -2.5246 -2.0121 1.4696 0.443 -0.381 0.130
O 1.0925 -1.2112 3.3952 -0.131 0.242 0.443
H 1.9414 -1.6518 3.3560 0.187 -0.239 -0.100
H 1.0009 -0.7901 2.5405 0.110 0.183 -0.159
O 3.0869 2.4201 -1.1983 0.027 0.607 -0.046
H 2.1712 2.6713 -1.0771 -0.279 -0.375 0.298
H 3.3337 2.8100 -2.0369 0.333 -0.109 -0.360
O -3.4329 -1.8253 -1.4183 -0.335 -0.370 -0.513
H -2.8698 -1.0602 -1.5356 -0.199 0.016 0.073
H -3.6229 -1.8419 -0.4803 0.030 0.117 0.496
O 1.6885 0.2735 -2.8858 0.280 0.637 -0.500
H 1.4057 0.5535 -2.0153 0.086 -0.046 0.128
H 0.8971 -0.0778 -3.2939 -0.293 -0.447 -0.111
O -0.9779 1.4117 3.3568 -0.642 1.200 0.716
H -0.0391 1.4590 3.1761 0.437 -0.495 0.106
H -1.3368 0.9027 2.6299 0.160 -0.338 0.191
O -0.3481 -2.9510 -1.5993 0.664 -0.956 -0.339
H -1.0420 -3.1789 -2.2181 -0.216 -0.194 -0.067
H -0.6245 -2.1139 -1.2265 -0.381 0.305 -0.037

***

# 2
39
Properties=species:S:1:pos:R:3:forces:R:3 method="wB97M-V/def2-TZVPD" energy_ev=-27033.285
O -11.0993 -20.9301 20.8179 6.554 1.632 -1.981
H -11.9545 -21.2233 20.4855 -0.620 -0.508 -0.858
H -10.4466 -20.7805 19.9622 -2.651 -0.857 3.499
O -12.9455 -19.1389 24.9148 -3.092 4.189 1.055
H -12.5796 -19.4190 24.0816 0.476 0.264 -0.517
H -13.3284 -18.1209 24.7054 1.682 -4.388 0.757
O -14.3772 -15.5466 22.4127 0.264 0.650 0.790
H -13.9777 -16.1497 21.7790 -0.448 0.114 -0.056
H -15.1057 -15.0822 21.9887 0.096 -0.436 -0.087
O -12.8058 -16.7250 20.4922 -1.167 0.939 1.337
H -13.2821 -16.2402 19.8505 -1.454 1.264 -0.613
H -11.9805 -16.8680 20.0239 -0.131 0.305 0.066
O -13.2433 -21.1716 20.2517 -3.783 -3.105 -5.795
H -13.6568 -21.2063 19.2988 1.192 -0.882 2.547
H -13.4122 -20.1907 20.3561 0.782 -0.084 -0.070
O -10.1239 -16.7304 22.2026 -4.065 1.978 -1.817
H -10.7723 -16.6455 21.3577 2.403 -0.231 3.064
H -10.7048 -16.1397 22.8000 1.622 -1.166 -0.849
O -13.6125 -19.2267 21.0516 -2.664 1.150 2.641
H -13.0340 -18.5252 21.2819 0.884 0.990 0.771
H -13.9467 -19.7767 21.8517 0.662 1.418 -0.630
O -15.5723 -17.5156 20.7804 0.021 0.224 -1.835
H -14.9927 -18.2985 20.9795 -0.525 1.013 -0.728
H -15.4153 -17.2740 19.8125 -0.352 -0.936 2.019
O -14.9683 -20.5773 22.9263 -4.384 1.348 2.449
H -15.9712 -20.7058 22.6461 3.011 0.826 0.549
H -15.0980 -20.4511 23.9341 0.965 0.056 -2.141
O -11.0718 -17.7654 19.6998 5.968 -0.622 -0.642
H -10.1068 -17.5148 19.7310 -0.964 0.537 0.766
H -10.8722 -18.4526 19.1000 -0.967 -2.035 -1.266
O -14.5548 -22.6767 22.0048 2.178 -4.689 -1.460
H -14.0519 -22.0153 21.5706 0.634 0.722 -0.781
H -15.2649 -22.2810 22.3795 -2.567 1.224 1.595
O -13.1972 -18.4831 18.3437 -0.632 -8.657 -11.700
H -12.4260 -18.6765 17.5318 -3.552 1.372 3.999
H -12.9566 -17.9370 18.9235 3.546 6.829 7.040
O -11.5648 -19.0066 22.9257 -0.343 0.126 0.140
H -11.1613 -18.2089 22.6239 0.838 1.297 0.187
H -11.3074 -19.6075 22.2571 0.583 -1.872 -1.446

***

# 3
39
Properties=species:S:1:pos:R:3:forces:R:3 method="wB97M-V/def2-TZVPD" energy_ev=-27036.016
H -0.2889 -0.6552 -0.1364 0.097 -0.253 -0.134
H 0.9574 0.1950 0.0476 -0.001 -0.005 0.001
H -1.1346 2.2095 3.4187 0.004 -0.086 0.098
H -0.2013 1.4710 2.4733 0.092 -0.181 0.065
H -3.0193 0.8452 -1.5432 -0.507 -0.612 0.204
H -2.6443 1.4050 -0.1809 -0.379 -0.469 -0.407
H 1.1573 -3.6987 0.1109 -0.310 0.019 0.095
H 1.5260 -2.9903 -1.1823 -0.460 0.068 -0.459
H -1.7848 3.7194 -0.8293 -0.052 0.362 0.094
H -2.2442 3.0179 0.4384 -0.018 0.489 0.152
H 2.7226 3.1978 -0.3607 -0.372 -0.208 -0.058
H 1.4691 3.8579 -0.9112 -0.001 0.342 0.032
H 4.4900 -0.6278 -0.0619 0.044 0.000 0.012
H 5.3120 -1.7415 0.5658 0.007 -0.013 -0.048
H -4.3144 -1.3408 0.6226 0.236 -0.053 -0.316
H -3.0596 -1.7276 1.3880 0.234 0.035 0.261
H 3.1408 -3.4337 -2.0281 0.251 0.061 -0.178
H 2.9371 -2.1190 -1.2932 0.591 0.268 -0.079
H -4.8178 -2.4568 -1.5951 -0.083 0.145 -0.198
H -3.4598 -1.8518 -1.2792 -0.386 0.002 0.005
H 4.3551 2.2693 0.6078 0.207 -0.102 0.287
H 3.3881 3.2783 1.2050 -0.010 -0.065 0.443
H -1.3313 1.8127 -2.4167 -0.057 0.087 0.041
H -0.2718 2.1183 -1.3708 -0.063 -0.099 -0.057
H -1.0104 -3.0359 1.6826 0.165 -0.091 -0.137
H -0.7382 -3.0053 3.1776 0.051 -0.065 -0.044
O 0.5696 -0.6500 0.3016 0.040 0.631 0.221
O -0.8663 1.3221 3.1549 -0.080 0.235 -0.204
O -3.2781 1.5136 -0.8988 -0.816 -3.386 -1.100
O 0.7683 -3.2339 -0.6385 -0.546 -0.780 0.719
O -2.5710 3.3638 -0.3998 1.650 3.575 1.145
O 1.9852 3.7623 -0.1028 -0.830 0.504 -0.953
O 5.0180 -1.4020 -0.2870 -0.160 0.042 0.132
O -3.4126 -1.6559 0.4940 1.783 0.109 3.907
O 2.7593 -2.5550 -2.1342 0.307 0.015 -0.199
O -4.4020 -1.6491 -1.2729 -1.669 -0.246 -3.673
O 3.5039 2.3333 1.0553 0.961 -0.526 0.116
O -0.3833 1.7495 -2.2542 0.174 0.079 0.130
O -0.8255 -3.6115 2.4333 -0.095 0.168 0.085

***

# 4
39
Properties=species:S:1:pos:R:3:forces:R:3 method="wB97M-V/def2-TZVPD" energy_ev=-27038.213
H -0.8595 -0.6915 -0.2976 0.089 -0.060 0.200
H -0.5738 0.6321 0.3928 0.024 -0.030 -0.231
H -4.5420 -1.0331 -3.4521 -0.140 0.125 0.086
H -3.3794 -0.2037 -3.9723 -0.086 0.272 -0.045
H -1.4135 1.1155 3.0058 -0.015 -0.052 0.131
H -0.1693 1.4339 2.1931 0.430 -0.192 0.106
H 4.1008 0.6430 0.1440 -0.164 -0.048 0.280
H 5.1244 -0.4185 -0.2241 -0.009 -0.024 0.042
H -4.1822 -3.3955 -0.8065 0.111 -0.011 -0.120
H -5.2856 -2.8431 0.0808 0.039 -0.136 0.036
H -0.7093 3.5531 1.7299 0.050 0.132 0.047
H -1.0806 4.5297 0.6261 0.068 -0.040 -0.083
H -1.5898 1.0832 -2.4804 -0.046 0.108 0.090
H -0.9732 2.4483 -2.7375 -0.032 0.004 0.037
H 4.3092 3.2087 -0.6809 -0.037 0.077 0.002
H 2.8943 3.2034 -0.1258 -0.036 -0.190 -0.206
H -2.9048 -2.6016 -3.0518 -0.067 -0.083 0.125
H -1.9861 -2.7385 -1.8487 -0.076 -0.122 0.109
H 2.7719 0.3211 3.1413 0.060 -0.012 -0.122
H 2.2155 -0.3377 1.8898 0.027 -0.179 -0.017
H -0.4990 -3.4664 1.6121 0.161 -0.062 0.015
H -0.4826 -2.0656 2.2016 0.132 0.099 -0.023
H 2.2924 2.8820 2.9585 -0.003 -0.142 -0.123
H 2.7232 3.5530 1.6646 0.014 0.291 0.401
H 1.2589 -3.8820 -1.5848 0.066 -0.016 0.135
H 2.4604 -4.6478 -1.0557 -0.067 0.014 0.096
O -0.1365 -0.1514 0.0409 -0.165 0.191 -0.193
O -4.1227 -0.1702 -3.3596 0.155 -0.277 -0.101
O -0.4514 1.0687 3.0393 -0.337 0.246 -0.093
O 4.5438 -0.1388 0.4926 0.344 -0.082 -0.431
O -4.7407 -3.6263 -0.0556 -0.198 0.142 0.148
O -0.4055 3.8902 0.8796 -0.079 -0.129 0.139
O -1.8231 1.9988 -2.6708 0.129 -0.106 -0.064
O 3.4033 3.4481 -0.9069 0.066 -0.060 0.098
O -2.9028 -2.8563 -2.1222 0.307 0.076 -0.225
O 2.5553 0.5018 2.2197 -0.602 -0.939 0.157
O 0.0555 -2.6821 1.6924 -0.287 -0.064 0.020
O 2.9400 2.8167 2.2477 0.162 1.314 -0.180
O 1.5649 -4.3812 -0.8192 0.011 -0.035 -0.240

***

# 5
39
Properties=species:S:1:pos:R:3:forces:R:3 method="wB97M-V/def2-TZVPD" energy_ev=-27033.586
H -0.2394 -0.9109 -0.9875 0.237 0.282 0.019
H 0.3209 -0.3807 0.3220 -0.438 -0.027 1.511
H 1.8953 1.3606 2.1548 0.109 -0.037 -0.033
H 2.8905 2.0231 3.0933 -0.066 0.129 -0.003
H -2.0000 -1.5119 0.1266 -0.243 -0.048 0.069
H -2.1998 -0.2742 0.9859 -0.137 0.030 0.148
H 4.7123 -1.8517 -1.4052 0.029 -0.051 0.096
H 3.2379 -2.2193 -1.4358 -0.019 -0.034 0.004
H 1.3936 -3.6440 -2.6955 -0.105 -0.036 -0.355
H 2.3544 -3.4263 -3.8529 0.115 0.010 -0.091
H -1.1851 -2.5497 -2.9807 -0.008 -0.093 -0.152
H -0.5569 -3.4389 -1.9202 -0.264 -0.090 0.014
H -3.5128 1.4399 -0.8644 -0.542 0.291 -0.069
H -4.0395 0.5095 -1.9447 -0.163 0.013 0.090
H -1.9190 2.0019 -1.0640 0.382 0.133 -0.219
H -1.9334 3.1157 -2.0980 0.005 0.076 0.070
H -0.3679 2.8602 0.1797 -0.020 0.334 -0.040
H 0.6076 4.0249 0.2214 0.024 0.052 0.222
H -0.9513 2.8329 3.7076 0.053 0.080 0.026
H 0.2536 2.9213 2.7854 0.198 0.206 0.065
H 0.9003 -0.6410 4.3057 -0.117 -0.072 -0.080
H -0.2412 -0.6369 5.3092 -0.052 0.061 -0.092
H 0.0502 -1.9136 1.0751 0.051 -0.233 0.301
H 1.2085 -2.8969 1.1157 0.128 0.093 0.092
H 1.0051 -0.4715 -3.0458 0.571 0.096 -1.103
H 2.0363 -0.2689 -1.9478 -0.109 0.089 -0.109
O 0.5059 -0.4203 -0.6231 -4.228 -1.511 10.307
O 2.2882 2.2150 2.3657 -0.104 -0.201 -0.060
O -2.6423 -1.0823 0.7028 0.338 -0.049 -0.140
O 4.0132 -2.2347 -0.8634 -0.097 0.082 -0.180
O 1.4741 -3.1880 -3.5408 1.388 0.157 -0.099
O -0.7611 -3.4070 -2.8616 -1.086 0.054 0.710
O -4.3258 1.0385 -1.1915 0.032 -0.340 -0.124
O -2.1405 2.9334 -1.1745 -0.661 -0.656 -0.381
O -0.3338 3.8234 0.1763 0.965 0.171 0.187
O -0.4354 3.4608 3.1893 -0.206 -0.251 0.198
O 0.0091 -0.2999 4.4416 0.137 0.022 0.086
O 0.7820 -2.2033 1.6315 -0.032 -0.249 0.129
O 1.1014 -0.1424 -2.1450 3.934 1.517 -11.017

***

# 6
39
Properties=species:S:1:pos:R:3:forces:R:3 method="wB97M-V/def2-TZVPD" energy_ev=-27018.860
O -1.1310 -0.2925 1.8959 -3.305 -10.848 0.403
H -1.4502 -1.0998 1.4926 0.450 -0.523 -0.227
H -1.6145 -0.2282 2.7195 -0.385 -0.274 0.779
O -0.9048 -1.1648 -2.6517 -0.261 -0.709 -1.265
H -1.0843 -1.9427 -2.1236 -0.133 -0.113 -0.540
H -1.3209 -0.4482 -2.1724 0.899 -0.582 -1.755
O 2.0997 1.9054 0.4971 2.611 7.657 4.911
H 2.0724 2.7276 0.0076 -0.047 0.097 0.234
H 2.0890 1.2249 -0.1759 1.017 0.215 -0.992
O 1.0925 -1.5987 -1.6289 0.254 -2.882 -5.739
H 1.3319 -1.2998 -0.7516 0.663 -1.409 0.417
H 1.1170 -2.5539 -1.5719 0.536 -0.339 -0.492
O -0.0494 0.4223 -0.2126 4.346 0.348 1.871
H 0.4360 0.0985 0.5461 -1.957 1.691 -0.808
H -0.8172 -0.1467 -0.2669 2.288 0.861 0.631
O -2.8159 0.1135 -2.2445 -3.664 1.983 -3.370
H -2.2440 0.1309 -1.4771 -1.221 0.928 -1.208
H -3.3734 0.8854 -2.1459 -0.267 0.402 -0.396
O -0.9582 1.5777 2.4610 0.683 6.737 3.134
H -0.8864 0.7059 2.0723 1.864 4.621 -1.213
H -0.0620 1.8040 2.7099 -0.124 0.868 0.128
O -1.8476 -0.3631 -0.4287 -9.334 -2.796 3.209
H -2.4995 0.1445 0.0545 -0.148 0.777 0.528
H -1.9771 -1.2641 -0.1324 -0.521 -0.934 -0.477
O -0.1772 2.5938 -0.4695 -0.707 4.416 -0.911
H 0.3326 3.0391 0.2073 -0.608 0.207 0.111
H 0.1681 1.7011 -0.4816 -0.313 -0.218 -0.029
O -0.5844 -1.9017 0.2614 -1.907 -4.663 1.419
H -0.2843 -2.1479 -0.6135 0.567 0.193 -0.667
H 0.1136 -2.1967 0.8463 0.110 -0.204 0.012
O 1.4570 -1.2088 0.3955 4.240 -7.063 1.262
H 2.2587 -1.6702 0.6418 0.603 0.025 0.041
H 1.3802 -0.5022 1.0366 0.042 -1.330 1.352
O 1.6057 0.2170 1.7804 1.035 2.444 9.196
H 1.4181 0.5492 2.6583 -0.252 -0.318 0.309
H 1.8171 0.9977 1.2685 0.705 2.711 -0.015
O 1.8873 0.6327 -1.0483 2.360 -3.854 -8.588
H 2.1258 0.6629 -1.9748 0.449 0.198 -0.240
H 1.2797 -0.1039 -0.9808 -0.567 1.676 -1.011